Formula: C18H4B4Br2O36V2
Source: the Open Molecules 2025 dataset
Level of theory: ωB97M-V with the def2-TZVPD basis set

Structure (XYZ):
```
66
Properties=species:S:1:pos:R:3:mulliken_charge:R:1
O 4.675 10.024 -4.761 -0.50
V 3.936 9.985 -3.322 1.82
O 2.558 10.776 -3.486 -0.47
O -2.113 -4.060 -8.418 -0.49
V -2.120 -3.305 -7.020 1.93
O -3.023 -2.011 -6.987 -0.44
O -8.855 -3.081 2.459 -0.61
C -7.962 -3.733 2.010 0.55
O -7.905 -4.235 0.806 -0.49
B -6.593 -4.887 0.530 0.97
O -5.962 -4.739 1.859 -0.55
C -6.647 -4.114 2.733 0.70
O -6.179 -3.834 3.807 -0.64
O -6.624 -6.336 0.271 -0.44
C -6.204 -6.503 -0.980 0.57
O -6.120 -7.602 -1.576 -0.64
C -5.623 -5.158 -1.562 0.63
O -5.803 -4.234 -0.603 -0.37
O -5.170 -5.050 -2.733 -0.68
O 2.770 -4.457 1.558 -0.61
C 3.166 -4.963 0.503 0.58
O 2.390 -5.610 -0.369 -0.49
B 3.212 -6.054 -1.530 0.95
O 4.565 -5.555 -1.164 -0.43
C 4.490 -4.698 -0.183 0.63
O 5.427 -3.875 0.171 -0.66
O 2.750 -5.543 -2.786 -0.36
C 2.112 -6.536 -3.355 0.62
O 1.374 -6.458 -4.378 -0.72
C 2.478 -7.862 -2.540 0.59
O 3.113 -7.513 -1.511 -0.45
O 2.123 -8.986 -2.886 -0.66
O 5.299 2.513 4.287 -0.62
C 4.517 3.496 4.188 0.58
O 4.829 4.781 3.989 -0.45
B 3.559 5.544 3.993 0.99
O 2.433 4.610 4.326 -0.42
C 2.970 3.368 4.427 0.60
O 2.341 2.279 4.555 -0.61
O 3.334 6.173 2.666 -0.36
C 3.308 7.465 2.768 0.61
O 3.295 8.265 1.760 -0.76
C 3.514 7.825 4.285 0.53
O 3.586 6.660 4.910 -0.48
O 3.815 8.942 4.752 -0.63
O -0.222 -0.679 0.211 -0.62
C 0.512 0.023 -0.591 0.65
O 1.389 0.938 -0.317 -0.48
B 2.253 1.246 -1.396 1.12
O 1.865 0.369 -2.540 -0.43
C 0.796 -0.318 -2.030 0.50
O 0.063 -1.059 -2.656 -0.66
O 2.131 2.655 -1.793 -0.46
C 3.348 3.251 -1.761 0.57
O 3.592 4.420 -1.975 -0.65
C 4.319 2.167 -1.132 0.67
O 3.657 1.080 -1.029 -0.42
O 5.505 2.348 -0.799 -0.63
Br -3.180 2.778 3.040 -0.11
C -3.418 4.157 1.662 -0.51
C -4.994 4.120 1.445 -0.67
Br -5.634 2.631 0.344 -0.10
H -2.947 3.946 0.702 0.35
H -3.115 5.102 2.112 0.34
H -5.233 4.954 0.785 0.31
H -5.722 4.157 2.256 0.39
```

The HOMO energy is -5.44 eV. The calculation puts the HOMO-LUMO gap at 0.044 hartree. As for the energy: -10532.96972 Ha. The calculation puts the molecular weight at 1101.1 g mol⁻¹. As for the total charge: -2.